(1)
Below is a structure of composition C42H39AsN3O3PS4SbTi in a non-equilibrium geometry, with properties calculated with ωB97M-V with the def2-TZVPD basis set.

Geometry as XYZ:
```
95
Properties=species:S:1:pos:R:3
Ti -1.26162 -0.35354 0.31533
C 0.32285 -5.85584 -5.69770
C -0.19148 -6.12246 -4.43751
C -0.52285 -5.07599 -3.58959
C -0.34020 -3.74434 -3.96417
C 0.15804 -3.49789 -5.24199
C 0.49053 -4.53727 -6.09776
P -0.87841 -2.49885 -2.69668
C -1.30857 -1.07495 -3.77143
C -0.36914 -0.32273 -4.47230
C -0.76338 0.71699 -5.30123
C -2.11261 1.02280 -5.42724
C -3.05534 0.28977 -4.72293
C -2.65626 -0.75372 -3.90109
C 0.68473 -1.99955 -1.87580
C 1.93022 -2.27650 -2.43912
C 3.09018 -2.16731 -1.68454
C 2.95473 -1.85286 -0.33547
C 1.69697 -1.56858 0.18678
C 0.50080 -1.55562 -0.55809
H 0.57960 -6.66738 -6.36785
H -0.34952 -7.14501 -4.11773
H -0.93934 -5.28600 -2.61172
H 0.27590 -2.47782 -5.58436
H 0.88221 -4.31450 -7.08300
H 0.68530 -0.55693 -4.36285
H -0.01941 1.29705 -5.83278
H -2.42531 1.84971 -6.05287
H -4.10258 0.55174 -4.78160
H -3.38499 -1.29115 -3.30628
H 2.00868 -2.61458 -3.46914
H 4.05845 -2.37077 -2.12706
H 3.82972 -1.83301 0.30674
H 1.63115 -1.35425 1.24912
S -5.31876 -2.18358 2.11214
Sb -4.57451 -0.57670 0.63170
S -2.99386 0.83024 1.74557
S -2.99406 -1.58809 -0.86784
S -6.25537 0.58140 -0.40025
N 1.53880 1.92372 -0.90790
C 1.11562 1.82395 -2.30059
C -0.22308 2.47380 -2.51789
C -1.42202 1.72975 -1.98034
O -2.47439 1.82507 -2.56707
O -1.18513 1.00384 -0.93184
H 1.76382 2.89033 -0.68983
H 2.36894 1.36806 -0.73425
H 1.05550 0.76656 -2.57467
H 1.83812 2.29867 -2.98490
H -0.42815 2.57073 -3.58613
H -0.21195 3.49101 -2.10359
N -1.15632 -3.34734 1.26794
C -1.43596 -4.29402 2.17123
C -1.85574 -3.64628 3.31582
C -1.82834 -2.28625 2.97527
N -1.38837 -2.11977 1.73973
H -0.95689 -3.42271 0.27046
H -1.34462 -5.33706 1.92841
H -2.21897 -4.08676 4.22446
H -2.16639 -1.42867 3.52714
O -0.00117 0.27765 1.89117
As 0.56972 1.56716 2.71996
C -0.58456 3.07847 2.60531
C -0.97897 3.46778 1.33091
C -1.87846 4.51245 1.18991
C -2.38652 5.14573 2.31534
C -1.99946 4.74379 3.58412
C -1.09337 3.70252 3.73527
C 2.36264 2.13932 2.28882
C 3.36077 1.16787 2.22648
C 4.64657 1.52306 1.84486
C 4.93364 2.84925 1.53718
C 3.94141 3.81997 1.61135
C 2.64950 3.46442 1.98098
C 0.66497 1.07490 4.56866
C 1.75391 1.36342 5.38296
C 1.71459 1.00485 6.72511
C 0.58682 0.37743 7.24174
C -0.50450 0.10010 6.42614
C -0.47024 0.45191 5.08529
H -0.63999 2.90979 0.46863
H -2.21766 4.79585 0.20231
H -3.11872 5.93468 2.20215
H -2.42342 5.22040 4.45845
H -0.80568 3.36920 4.72654
H 3.12813 0.13254 2.44692
H 5.41479 0.76371 1.77167
H 5.93496 3.12500 1.22883
H 4.16680 4.85218 1.37013
H 1.86899 4.21714 2.03200
H 2.63039 1.85919 4.97845
H 2.56381 1.21302 7.36359
H 0.55502 0.10913 8.29044
H -1.37964 -0.39345 6.82667
H -1.31205 0.24101 4.43279
```

## Properties
* HOMO-LUMO gap (alpha / beta): 4.5 / 4.5 eV
* <S²>: 0.754
* largest force on an atom: 1.1 eV/A
* E_LUMO (alpha / beta): 3.50 / 3.50 eV
* DFT total energy: -197925.72438 eV
* ΔE to the lowest compared entry with this formula, charge and spin: 208.6 kJ/mol
* net charge: -2
* 2S+1: 2

***

(2)
Below is the ion C3H6N3O with charge +1 in a non-equilibrium geometry, with properties calculated with ωB97M-V with the def2-TZVPD basis set.

Geometry as XYZ:
```
13
Properties=species:S:1:pos:R:3
C -0.57702 -1.14398 0.06946
C -0.78249 0.17659 -0.03939
C -1.53453 1.43709 0.00832
N 0.71397 -1.66788 -0.03047
N 1.74455 -0.74435 0.06308
N 1.36807 0.49482 0.06444
O 2.06037 1.47548 0.05189
H -1.47116 -1.63883 -0.23363
H -1.86148 1.77231 -1.02698
H -1.04331 2.37396 0.30830
H -2.26518 1.21923 0.79135
H 1.03378 -2.59649 0.16412
H 2.61444 -1.15795 -0.19049
```

## Properties
* HOMO-LUMO gap: 8.8 eV
* largest force on an atom: 3.4 eV/A
* E_LUMO: -5.12 eV
* DFT total energy: -9712.70379 eV
* ΔE to the lowest compared entry with this formula, charge and spin: 581.5 kJ/mol
* net charge: +1

***

(3)
Below is a cluster of 2 separate species, C8H14N2O in total in a non-equilibrium geometry, with properties calculated with ωB97M-V with the def2-TZVPD basis set.

Geometry as XYZ:
```
25
Properties=species:S:1:pos:R:3
C 3.22602 1.26254 -9.51501
C 2.39008 1.28904 -10.58893
C 1.04030 1.87768 -8.83831
C 2.53752 1.65379 -8.40770
C -2.35926 -1.95940 12.89220
C -4.75683 -2.14557 12.16780
C 2.84506 1.09301 -5.90548
C -3.47099 -2.71017 12.30302
N 1.10739 1.67273 -10.17506
N 3.55306 1.63998 -6.92559
O 3.03184 2.75758 -7.50260
H 4.19360 0.75034 -9.46047
H 2.61405 1.02083 -11.69106
H 0.16120 2.21368 -8.44858
H -2.74340 -1.01133 13.26347
H -1.76729 -2.54207 13.61333
H -1.69644 -2.00544 12.06143
H -5.50602 -2.50315 11.53376
H -4.75571 -1.02608 12.07877
H -5.15788 -2.18317 13.12126
H 3.24568 0.06388 -5.77837
H 3.26810 1.59927 -4.99733
H 1.86597 1.24801 -5.87511
H -3.23252 -3.74201 11.89801
H 0.36648 1.68602 -10.82346
```

## Properties
* HOMO-LUMO gap (alpha / beta): 7.0 / 7.0 eV
* largest force on an atom: 6.0 eV/A
* E_LUMO (alpha / beta): -7.67 / -7.67 eV
* DFT total energy: -13527.15381 eV
* ΔE to the lowest compared entry with this formula, charge and spin: 453.1 kJ/mol
* net charge: +2

***

(4)
Below is a cluster of 4 separate species, C4H15NO3 in total in a non-equilibrium geometry, with properties calculated with ωB97M-V with the def2-TZVPD basis set.

Geometry as XYZ:
```
23
Properties=species:S:1:pos:R:3
C -0.21720 1.10879 -1.26993
C -0.79251 0.49776 -0.25363
C -1.17717 1.29677 0.97611
C -1.08094 0.33433 2.20049
N 0.19475 -0.28686 2.45063
H -0.10740 2.19814 -1.35124
H -0.00893 0.79920 -2.29876
H -1.31501 -0.44549 -0.38247
H -0.66001 2.26531 1.05303
H -2.19503 1.68827 0.98389
H -1.89410 -0.38552 2.26865
H -1.34187 0.97784 3.05341
H 0.30196 -1.20113 2.02313
H 0.99118 0.18043 2.04060
O -1.24754 -1.98879 -2.38903
H -1.27158 -1.18554 -2.91266
H -0.30862 -2.26126 -2.41760
O 2.33779 1.38990 0.09098
H 3.07590 0.87057 0.46514
H 2.66410 1.67871 -0.76279
O 1.18384 -1.81584 -1.18316
H 1.48020 -0.90573 -1.19006
H 0.96658 -1.92786 -0.25363
```

## Properties
* SMILES string: C=CCCN.O.O.O
* HOMO-LUMO gap: 9.5 eV
* largest force on an atom: 2.3 eV/A
* E_LUMO: 0.33 eV
* DFT total energy: -12022.27928 eV
* ΔE to the lowest compared entry with this formula, charge and spin: 187.1 kJ/mol
* net charge: 0

***

(5)
Below is a structure of composition C38H61BrN3ReS2Si in a non-equilibrium geometry, with properties calculated with ωB97M-V with the def2-TZVPD basis set.

Geometry as XYZ:
```
107
Properties=species:S:1:pos:R:3
Re -0.06657 -0.10943 0.12432
C 0.38952 1.74741 -1.59624
C -0.48753 0.74788 -2.13652
C 0.22627 -0.47408 -2.19966
C 1.53933 -0.23957 -1.68049
C 1.63582 1.13789 -1.32997
H 0.15265 2.79404 -1.48369
H -1.45295 0.93496 -2.57649
H -0.09764 -1.37762 -2.69087
H 2.36230 -0.93153 -1.74005
H 2.52877 1.63260 -0.98383
C 3.14011 -0.56250 6.48861
C 2.95045 -1.76009 5.54659
C 2.20183 -2.87009 6.29422
C 4.32818 -2.30120 5.10050
C 2.24180 -1.32957 4.29094
C 2.55132 -0.13660 3.62224
C 1.89516 0.19806 2.45681
N 0.95336 -0.57313 1.90222
C 0.62181 -1.72575 2.53496
C 1.24688 -2.11294 3.70497
C -0.46805 -2.46598 1.90258
C -1.06564 -3.58860 2.45195
C -2.16300 -4.18999 1.84273
C -2.57569 -3.62850 0.62796
C -1.93801 -2.51817 0.12341
N -0.92077 -1.91836 0.75065
C -2.90896 -5.33981 2.47117
C -2.72951 -6.58700 1.59101
C -4.39821 -4.96219 2.55738
C -2.40741 -5.65797 3.88257
H 3.48528 -0.91402 7.45624
H 2.19941 -0.03510 6.63489
H 3.88348 0.13649 6.11836
H 2.70775 -3.07570 7.23363
H 2.18950 -3.80234 5.73459
H 1.18155 -2.57175 6.52771
H 4.87028 -2.65370 5.97430
H 4.91984 -1.52578 4.62001
H 4.20927 -3.13503 4.41026
H 3.28539 0.54468 4.01851
H 2.10985 1.13581 1.95644
H 0.94712 -3.03243 4.17015
H -0.67629 -3.99009 3.36847
H -3.39967 -4.05103 0.07882
H -2.25994 -2.06869 -0.80745
H -3.16184 -6.44477 0.60441
H -3.23880 -7.42257 2.06073
H -1.67549 -6.84266 1.49593
H -4.86073 -4.87366 1.57902
H -4.51764 -4.02470 3.09730
H -4.93121 -5.73804 3.10071
H -1.37357 -5.99574 3.87378
H -3.00280 -6.46564 4.29898
H -2.50836 -4.80034 4.54557
C -6.84284 4.13608 2.41640
C -5.40313 3.62395 2.28236
C -4.54254 4.25053 3.38138
C -4.80522 4.04079 0.93522
Si -5.45245 1.66558 2.44057
Br -1.83356 1.12567 1.26890
C -6.23833 0.61537 0.98535
C -6.47481 1.43663 -0.28911
C -7.59789 0.08235 1.46568
C -5.32974 -0.55966 0.59366
C -4.98329 0.78698 4.13208
C -6.11190 1.05235 5.14330
C -4.84548 -0.73345 3.96685
C -3.66241 1.31476 4.70987
H -6.83819 5.21660 2.28824
H -7.25483 3.92185 3.39887
H -7.51161 3.71957 1.66878
H -4.53071 5.32792 3.22833
H -3.51467 3.90382 3.32656
H -4.94279 4.07422 4.37505
H -4.69293 5.12210 0.93341
H -5.43688 3.78848 0.09379
H -3.82097 3.60207 0.79373
H -7.10367 2.30449 -0.11610
H -6.99389 0.80746 -1.00927
H -5.53843 1.74852 -0.74362
H -8.28648 0.89333 1.68531
H -7.51237 -0.54444 2.34769
H -8.03817 -0.51816 0.67299
H -4.34116 -0.20311 0.31516
H -5.77092 -1.05804 -0.26627
H -5.23154 -1.29170 1.38734
H -7.06668 0.66612 4.79692
H -6.22674 2.10938 5.36175
H -5.87154 0.55065 6.07824
H -5.77561 -1.19371 3.64703
H -4.60407 -1.15604 4.93958
H -4.04525 -0.99057 3.27708
H -3.75570 2.33514 5.05880
H -2.85908 1.26133 3.98240
H -3.38219 0.70630 5.56629
S 1.19822 -4.04540 -0.44512
C 0.23196 -4.95168 -1.44741
N 0.16460 -6.27251 -1.45772
C -0.82325 -6.89116 -2.32369
C -1.16277 -5.86443 -3.39756
S -0.84907 -4.24152 -2.61887
H 0.76647 -6.83537 -0.87031
H -1.70559 -7.16487 -1.72741
H -0.42181 -7.80156 -2.76754
H -2.19772 -5.91704 -3.72346
H -0.51051 -5.92795 -4.26805
```

## Properties
* HOMO-LUMO gap (alpha / beta): 4.5 / 4.9 eV
* <S²>: 0.765
* largest force on an atom: 1.8 eV/A
* E_LUMO (alpha / beta): -10.53 / -10.12 eV
* DFT total energy: -146564.27344 eV
* ΔE to the lowest compared entry with this formula, charge and spin: 344.5 kJ/mol
* net charge: +3
* 2S+1: 2

***

(6)
Below is a cluster of 7 separate species, C6H27O7 in total in a non-equilibrium geometry, with properties calculated with ωB97M-V with the def2-TZVPD basis set.

Geometry as XYZ:
```
40
Properties=species:S:1:pos:R:3
O 0.23985 0.62165 0.06213
H 0.74585 -0.31835 0.28113
H -0.17415 0.63365 -0.78887
H -0.40015 0.66065 0.73113
C -1.89915 2.93565 -1.56287
O -0.54415 2.48265 -1.63887
H -2.55715 2.43265 -2.46187
H -2.04215 4.07465 -1.59387
H -2.00615 2.60565 -0.58587
H -0.38315 3.06865 -2.30787
C -2.99115 -1.39435 -0.48487
O -2.24415 -0.41835 -1.11987
H -3.95615 -0.82235 -0.38687
H -2.71215 -1.54235 0.57813
H -2.89015 -2.30035 -0.97287
H -2.10815 -0.72835 -1.99387
C -1.10015 -0.16535 3.20613
O -1.54315 0.67365 2.20713
H -0.12615 -0.41235 2.97913
H -1.74815 -0.84435 3.22413
H -1.25215 0.48865 4.03613
H -2.14915 1.51265 2.50413
C 0.47285 -2.88935 0.27913
O 0.79185 -1.79535 1.06513
H 1.03285 -2.73535 -0.63187
H -0.51915 -3.09135 0.32313
H 0.89685 -3.80735 0.71213
H 1.08585 -2.26735 1.77013
C 1.52285 -0.06035 -3.19387
O 0.44085 -0.58235 -2.44787
H 1.27985 0.02865 -4.34387
H 2.25785 -0.73435 -3.12987
H 1.83385 0.88365 -2.86487
H -0.16515 -1.07135 -3.18387
C 3.98585 0.63565 1.71413
O 3.11685 1.67965 2.21913
H 4.66785 1.15265 0.99313
H 3.40085 -0.11835 1.06913
H 4.49985 -0.10135 2.54213
H 3.23885 1.62965 3.19813
```

## Properties
* HOMO-LUMO gap: 10.4 eV
* largest force on an atom: 8.0 eV/A
* E_LUMO: -2.47 eV
* DFT total energy: -20978.90370 eV
* ΔE to the lowest compared entry with this formula, charge and spin: 732.4 kJ/mol
* net charge: +1

***

(7)
Below is an isolated molecule of C2H7BrN2 in a non-equilibrium geometry, with properties calculated with ωB97M-V with the def2-TZVPD basis set.

Geometry as XYZ:
```
12
Properties=species:S:1:pos:R:3
C -1.18454 0.88271 1.00210
N -0.17442 0.04871 0.62542
N -0.20900 -0.44421 -0.59896
C 1.06132 -1.17205 -0.74342
Br 0.06793 1.16761 -1.98765
H -0.98022 1.94476 0.63491
H -2.02880 0.73182 0.32729
H -1.50662 0.95913 2.01783
H 0.78692 0.03993 1.02022
H 1.22854 -1.57583 -1.70906
H 1.89977 -0.60913 -0.52434
H 1.03912 -1.97345 -0.06434
```

## Properties
* SMILES string: CNN(C)Br
* HOMO-LUMO gap: 8.8 eV
* largest force on an atom: 4.7 eV/A
* E_LUMO: 0.16 eV
* DFT total energy: -75207.77392 eV
* ΔE to the lowest compared entry with this formula, charge and spin: 43.0 kJ/mol
* net charge: 0

***

(8)
Below is a structure of composition C20H60HfNO13S10 in a non-equilibrium geometry, with properties calculated with ωB97M-V with the def2-TZVPD basis set.

Geometry as XYZ:
```
105
Properties=species:S:1:pos:R:3
Hf 0.13698 0.05244 0.16013
N 1.96362 2.40107 -0.37676
O 2.81927 3.26686 -0.48510
O 1.93306 1.59808 0.58716
O 1.06622 2.20614 -1.22220
C -0.41977 1.71281 4.88683
S 0.72836 0.71059 3.88499
O 0.20219 0.60228 2.47156
C 2.05416 1.94323 3.80459
H -1.44081 1.34094 4.79948
H -0.41493 2.75825 4.61119
H -0.16322 1.47851 5.92207
H 2.26797 2.33032 4.80328
H 1.70611 2.78631 3.21307
H 2.93545 1.44918 3.41286
C 4.43444 -1.34530 -2.75657
S 2.96718 -0.23558 -2.70077
O 2.43908 -0.22810 -1.27182
C 3.80265 1.35472 -2.89846
H 4.57199 -1.78232 -1.77078
H 5.32811 -0.86275 -3.14094
H 4.13268 -2.14715 -3.43013
H 4.58623 1.48490 -2.15421
H 3.02748 2.11345 -2.94388
H 4.34105 1.44456 -3.84920
C 1.87107 -4.54004 0.00374
S 0.71780 -3.54936 -0.95248
O 0.76164 -2.07755 -0.59874
C 1.72144 -3.74102 -2.48357
H 2.04563 -5.53555 -0.39555
H 1.67652 -4.51132 1.08144
H 2.86301 -4.07230 0.08863
H 1.37107 -4.60251 -3.04858
H 2.80315 -3.73296 -2.34819
H 1.60582 -2.85702 -3.11542
C -2.60531 -3.49880 -1.67144
S -2.88913 -2.05102 -0.60319
O -1.61344 -1.25242 -0.59025
C -4.07592 -1.30573 -1.77727
H -1.96435 -3.28196 -2.52837
H -3.54309 -3.81109 -2.12714
H -2.11363 -4.26163 -1.07971
H -4.85136 -2.06035 -1.93076
H -3.74631 -1.10226 -2.79711
H -4.49257 -0.42337 -1.30678
C -1.64189 -3.99155 2.02897
S -0.22043 -2.91989 2.36610
O -0.31397 -1.65256 1.60496
C -0.53976 -2.65898 4.12702
H -1.53247 -4.88414 2.64113
H -1.58514 -4.29021 0.98421
H -2.53982 -3.39956 2.20047
H 0.15430 -1.92993 4.52998
H -0.47763 -3.63447 4.60742
H -1.56426 -2.30406 4.24841
C -3.56952 -0.12143 3.26589
S -3.08179 1.07360 2.02015
O -2.02531 0.35372 1.19176
C -4.62471 1.05703 1.02767
H -3.88328 -1.08399 2.85513
H -4.37800 0.22925 3.90925
H -2.70319 -0.33196 3.88894
H -5.40982 1.26755 1.76184
H -4.78867 0.02951 0.71967
H -4.57596 1.90710 0.35711
C 3.65780 -1.51787 3.20806
S 3.32905 -1.64254 1.42906
O 2.10035 -0.82075 1.16649
C 4.78097 -0.76034 0.83350
H 4.50104 -2.15377 3.47257
H 2.73614 -1.79703 3.71541
H 3.90909 -0.49890 3.50417
H 5.32829 -1.36857 0.11139
H 5.44921 -0.57132 1.67177
H 4.56677 0.15708 0.28725
C -2.30041 4.63886 1.16911
S -0.85386 3.77305 1.83827
O -0.57353 2.56138 0.95529
C 0.39242 5.00358 1.33014
H -2.50026 5.30612 2.01470
H -3.12463 3.96345 0.99290
H -2.08111 5.25668 0.30074
H 1.33879 4.85550 1.83881
H -0.07280 5.94474 1.64136
H 0.48176 5.03165 0.24646
C -0.13926 -1.26558 -4.80186
S -0.58995 0.05160 -3.61660
O 0.03505 -0.27702 -2.29548
C 0.40287 1.39595 -4.39002
H -0.40710 -0.97129 -5.81527
H -0.73495 -2.12156 -4.48855
H 0.92345 -1.48341 -4.74223
H 0.64007 2.10834 -3.60386
H -0.19727 1.83889 -5.18533
H 1.29644 0.96825 -4.83687
C -3.47877 2.05674 -2.64168
S -2.29077 2.49160 -1.36902
O -1.37288 1.32320 -1.11399
C -1.39981 3.72839 -2.32388
H -4.36613 1.57767 -2.22878
H -3.05105 1.39741 -3.39370
H -3.87600 2.97889 -3.06960
H -2.09858 4.55535 -2.45619
H -1.08459 3.34434 -3.29204
H -0.52214 4.06101 -1.77425
```

## Properties
* HOMO-LUMO gap: 9.9 eV
* largest force on an atom: 2.4 eV/A
* E_LUMO: -5.91 eV
* DFT total energy: -159450.16185 eV
* ΔE to the lowest compared entry with this formula, charge and spin: 0.0 kJ/mol
* net charge: +3